(1)
Molecular formula: C3H6N2S
Method: DFT, ωB97M-V/def2-TZVPD

Atoms and positions in Å:
S: 1.836326 -1.801687 0.038158
N: -1.273126 -1.072130 -0.506119
N: -0.316181 -0.242129 -0.323751
C: 1.122102 -0.334982 -0.172510
C: 1.841918 0.961004 -0.073320
C: -2.544432 -0.717591 0.199307
H: 1.040909 1.706200 0.470984
H: -3.256641 -1.446146 -0.268982
H: 2.602518 0.826813 0.665232
H: 2.474802 1.177726 -0.945182
H: -0.526579 0.659955 -0.432119
H: -3.001616 0.282962 1.348302

Forces on atoms 1 to 6 (eV/Å):
-0.181 0.541 -0.243
-7.953 -0.470 3.669
6.400 0.583 1.099
-2.247 -2.896 -0.223
-1.958 1.180 1.647
4.068 -1.119 -1.577

Calculated values
frontier orbital gap = 7.895 eV
energy above the lowest of the compared OMol25 structures with the same formula, charge and spin = 153.2 kcal per mole



(2)
Molecular formula: C26H66F6O13
Method: DFT, ωB97M-V/def2-TZVPD

Atoms and positions in Å:
F: -0.562890 1.209822 -1.797174
F: 1.471111 -4.379109 4.406728
F: -1.407781 -0.707854 -1.259384
F: 1.230378 -3.240928 2.623669
F: 2.747856 -2.668067 4.061580
F: -2.530236 1.162503 -0.945909
O: 2.881183 -2.348334 -4.101112
O: 2.864745 -3.677027 -1.659477
O: -3.135425 3.449004 2.688934
O: 1.462034 1.730605 3.188854
O: 7.898156 1.218905 1.603042
O: 0.152954 4.185056 0.312852
O: -2.097227 -1.085765 -5.270703
O: -5.797785 4.787251 -3.362604
O: -0.951409 1.736278 1.427848
O: 0.637772 -2.112971 6.034634
O: -5.766039 -1.989016 -2.077633
O: -0.896014 -2.948390 4.579478
O: 0.690525 0.531815 0.486009
C: -0.114014 5.305280 1.111697
C: 2.681057 -0.674286 -0.021124
C: -2.971168 -3.373314 3.428792
C: -5.264771 2.419874 -3.125807
C: 1.465406 -3.083177 3.963149
C: -1.309546 0.594873 -0.865817
C: 0.613807 5.303624 2.452140
C: 2.819890 1.819759 2.874915
C: -2.165207 1.302418 -5.139877
C: -4.674261 -1.782480 0.115418
C: 6.380740 0.774971 -0.224589
C: -4.903840 -1.139621 -1.244279
C: -4.355086 1.271584 2.471556
C: 0.370539 -2.279463 4.760127
C: 1.221333 -0.783336 0.379156
C: 2.658515 -5.008911 -2.091523
C: -4.204859 2.765628 2.083413
C: -0.704122 0.703640 0.577930
C: 7.002872 0.240785 1.059426
C: 3.393439 -1.051648 -4.208761
C: -2.651835 -0.009088 -4.526335
C: -1.618346 -2.687918 3.413662
C: 3.667764 0.752624 3.581300
C: 4.821678 -0.930073 -3.651147
C: 3.080561 -5.970891 -0.996072
C: -4.785479 3.857509 -3.033437
H: -1.119283 -0.160063 1.127294
H: -2.884039 -4.459494 3.512467
H: 4.674288 -0.817610 -2.573317
H: -1.070360 1.272119 -5.109389
H: 0.703050 -1.453182 -0.314089
H: -3.727842 -0.099634 -4.352484
H: -5.583566 -1.851124 0.704808
H: -5.336938 -0.141966 -1.181931
H: 1.686283 5.259034 2.252356
H: -5.323803 0.980644 2.052911
H: 3.277742 -0.240392 3.338228
H: 2.693153 -0.285586 -1.042778
H: -3.617376 0.696308 1.911738
H: 3.314885 -0.023742 0.577343
H: 3.075489 -2.726977 -3.226795
H: -2.471030 1.491564 -6.167085
H: 5.545980 0.143910 -0.559407
H: 2.945578 -3.608637 -0.704556
H: 0.259501 6.134174 3.060118
H: -3.903134 4.054812 -3.649841
H: 3.125254 -1.670528 -0.029230
H: 0.056792 6.258572 0.596806
H: 3.213052 2.792552 3.213360
H: -5.486832 2.210629 -4.176419
H: 4.712512 0.759572 3.267263
H: 3.507668 0.820208 4.657678
H: -1.734218 -1.623287 3.165951
H: 1.056097 -1.244014 1.359500
H: -5.120272 3.227755 2.458476
H: -3.940175 -1.065919 -1.748997
H: 4.037229 -5.718994 -0.539915
H: -1.095065 -3.071882 2.523437
H: 7.033249 0.714059 -1.096205
H: -4.218916 2.773109 0.990538
H: 5.367519 -0.085165 -4.069784
H: 2.901989 1.754458 1.783928
H: -5.856565 5.432133 -2.654706
H: -4.286296 1.101624 3.542603
H: 2.923986 -7.018755 -1.244911
H: -6.170926 2.130516 -2.589676
H: 2.786386 -0.270399 -3.741206
H: -3.410432 -3.216482 2.439608
H: -0.060946 3.399825 0.863196
H: -3.896328 -1.126368 0.509850
H: 5.428111 -1.824420 -3.800450
H: 3.242239 -5.140476 -3.007555
H: 6.197295 0.206310 1.799112
H: -2.279794 2.187065 -4.509770
H: -4.491428 1.789793 -2.680920
H: 7.457053 -0.726780 0.861841
H: 0.296737 -1.304281 4.240867
H: -2.321188 3.054298 2.319294
H: -3.614232 -3.022806 4.235922
H: 0.922845 1.751097 2.380602
H: 2.363455 -5.764465 -0.189867
H: -2.568645 -1.889508 -5.039240
H: 7.339449 1.897086 1.988901
H: -2.218785 -0.027874 -3.520934
H: -4.278870 -2.769402 -0.124891
H: -4.429425 3.915268 -1.996140
H: 5.869632 1.720987 -0.044710
H: 0.389593 4.350462 2.939109
H: -1.198040 5.390791 1.287013
H: 3.466587 -0.797818 -5.270622
H: -5.136720 -2.363697 -2.698462
H: 1.633826 -5.251102 -2.389344

Forces on atoms 1 to 6 (eV/Å):
0.048 -0.040 -0.243
0.275 0.135 0.138
-0.318 0.321 0.089
0.043 0.544 -0.261
-0.490 0.377 0.013
-0.299 -0.449 -0.035

Calculated values
frontier orbital gap = 5.285 eV
total charge = -2
energy above the lowest of the compared OMol25 structures with the same formula, charge and spin = 0.0 kcal per mole



(3)
Molecular formula: C3H7NO2
Method: DFT, ωB97M-V/def2-TZVPD

Atoms and positions in Å:
O: -1.239809 0.350091 -0.850500
O: 0.824163 -2.790525 0.761564
N: -0.409794 -1.026622 1.612488
C: 0.238843 -2.250792 1.727287
C: 0.726087 1.703607 -1.271992
C: -0.685866 1.291286 -1.464607
H: -0.250523 -0.572797 0.637648
H: -1.362052 -1.012153 2.118847
H: 0.077632 -2.846220 2.662200
H: 1.275493 1.677724 -2.212348
H: -1.196703 1.767618 -2.273322
H: 1.169892 1.000201 -0.575529
H: 0.832637 2.708581 -0.871735

Forces on atoms 1 to 6 (eV/Å):
1.514 2.708 -1.479
-0.600 1.501 2.464
-0.306 -0.561 -0.100
-0.314 -1.203 -2.775
0.286 -0.419 0.550
-0.838 -2.929 1.472

Calculated values
frontier orbital gap = 10.178 eV
energy above the lowest of the compared OMol25 structures with the same formula, charge and spin = 40.0 kcal per mole
SMILES = CC=O.NC=O



(4)
Molecular formula: HN3O2
Method: DFT, ωB97M-V/def2-TZVPD

Atoms and positions in Å:
O: -1.583748 -1.682064 -3.289727
O: -1.304619 0.088365 -1.996623
N: -0.049521 -0.390557 -0.161639
N: 0.175483 -1.515062 -0.306482
N: -1.170368 -1.073848 -2.341319
H: 0.483601 0.222601 0.315410

Forces on the atoms, in the same order (eV/Å):
0.150 0.680 0.514
-0.418 -1.453 -1.509
-1.886 -3.596 -1.891
-0.198 0.610 -0.099
-0.259 0.794 0.325
2.611 2.964 2.660

Calculated values
frontier orbital gap (spin up / spin down) = 9.762 / 7.153 eV
energy above the lowest of the compared OMol25 structures with the same formula, charge and spin = 96.9 kcal per mole



(5)
Molecular formula: C6H18NOSi
Method: DFT, ωB97M-V/def2-TZVPD

Atoms and positions in Å:
Si: -0.881944 1.079364 1.241420
O: -1.562275 -0.144548 2.137293
N: -0.076781 -1.797504 0.398654
C: 0.653181 1.707710 2.100997
C: 1.860509 -0.481540 -0.744494
C: 0.528059 -0.388565 -1.502005
C: 0.522758 -1.396232 -2.674055
C: -0.515422 -0.620080 -0.455648
C: -2.078493 2.262237 0.422108
H: -0.816760 -1.938141 1.132517
H: 1.102831 -0.890650 -3.561451
H: 0.328561 0.586674 -1.724980
H: 1.088048 1.055569 2.940996
H: 2.078986 -1.455552 -0.474919
H: -1.806991 2.354911 -0.519964
H: -1.552471 -0.112781 3.128514
H: -2.035462 3.123052 0.934820
H: -3.125764 1.710426 0.464819
H: -0.582401 -1.716110 -2.839687
H: -0.072287 -2.694758 -0.237451
H: 0.534065 2.663474 2.453632
H: 2.559520 -0.326965 -1.449800
H: 0.941797 -2.325952 -2.344063
H: 1.981268 0.396615 0.029794
H: 0.876699 -1.695190 0.631238
H: -1.489464 -0.735405 -0.975134
H: 1.540235 1.779939 1.486849

Forces on atoms 1 to 6 (eV/Å):
0.399 -2.566 -1.919
-0.129 0.131 1.647
-4.016 -2.822 -2.696
1.247 -2.943 0.189
-1.730 3.875 0.879
0.938 -2.696 2.021

Calculated values
frontier orbital gap = 10.018 eV
total charge = +1
energy above the lowest of the compared OMol25 structures with the same formula, charge and spin = 79.8 kcal per mole



(6)
Molecular formula: C18H31Cl2N4O3STl
Method: DFT, ωB97M-V/def2-TZVPD

Atoms and positions in Å:
Tl: -0.973863 0.211965 -1.524809
Cl: 1.174038 1.838656 -1.122595
Cl: -1.721708 -1.483336 0.504622
S: -2.957901 -0.074747 2.620175
O: -3.584778 0.423604 -1.888256
O: -1.208596 3.760483 1.929582
O: 1.057702 -1.108371 -0.793719
N: -3.902397 -1.865529 -1.877011
N: -0.840715 4.587089 -0.139797
N: -2.054310 0.488954 5.146713
N: -2.302412 2.274223 3.745403
C: -4.141900 -0.614131 -1.456580
C: 2.617043 -4.288473 -2.931558
C: 4.064197 -1.746125 1.781656
C: 2.163171 -0.004875 1.612364
C: 3.949453 -1.960012 -2.182221
C: -2.411239 0.931470 3.882154
C: 3.021714 -0.919495 1.008537
C: 2.886651 -2.434978 -1.383538
C: 1.967605 0.680284 2.905451
C: 2.218119 -1.412653 -0.474854
C: -2.763882 -2.151922 -2.726174
C: -1.073945 3.582839 0.710697
C: -0.833073 5.940011 0.368990
C: 4.322896 -2.620783 -3.369515
C: -4.387144 -2.989610 -1.087217
C: -0.691300 4.444486 -1.576471
C: 2.234777 -3.630381 -1.742757
C: 3.624372 -3.772541 -3.775298
H: 0.895122 0.535136 3.179390
H: 0.171552 5.039688 -1.907254
H: -4.456988 -3.867284 -1.747730
H: 4.266798 -1.179698 2.743685
H: -3.705471 -3.186397 -0.235260
H: -2.274511 2.665351 2.794620
H: -1.662816 6.510599 -0.056506
H: 1.375984 0.326930 0.925028
H: 3.879601 -4.269623 -4.733043
H: 1.449261 -4.032036 -1.101446
H: 1.979387 1.764008 2.666044
H: -0.921504 5.923219 1.454093
H: -3.063149 -2.968335 -3.397091
H: -4.888579 -0.571780 -0.634735
H: 0.097818 6.434195 0.087302
H: -2.502251 -1.258906 -3.297951
H: -2.214947 1.161432 5.904158
H: 5.038083 -1.784111 1.261931
H: -1.603334 4.774520 -2.100988
H: 3.327195 -0.363313 0.050400
H: -1.139589 2.580532 0.263283
H: -0.485096 3.386715 -1.785237
H: 3.853927 -2.840261 1.935539
H: 2.086368 -5.199689 -3.222936
H: -1.666040 2.773245 4.370499
H: -5.387741 -2.743333 -0.700768
H: -2.233493 -0.496128 5.337657
H: 4.435102 -1.019033 -1.890813
H: 5.139733 -2.217157 -3.988150
H: -1.895258 -2.466994 -2.117495
H: 2.652258 0.502401 3.779803

Forces on atoms 1 to 6 (eV/Å):
-0.718 0.200 -0.625
1.346 0.384 0.581
0.725 -0.688 -0.599
0.487 1.307 2.031
-1.385 -1.731 0.501
0.220 -0.037 -0.869

Calculated values
frontier orbital gap = 4.404 eV
energy above the lowest of the compared OMol25 structures with the same formula, charge and spin = 115.9 kcal per mole



(7)
Molecular formula: C29H22Cl2IrN6O
Method: DFT, ωB97M-V/def2-TZVPD

Atoms and positions in Å:
Ir: 0.037711 -0.257919 0.427191
Cl: -2.340008 0.381556 -4.320679
Cl: -5.582533 -3.358834 -2.277173
O: -1.201766 0.341087 -1.556026
N: 1.353017 1.086113 0.951314
N: -1.497494 -1.594170 0.232599
N: 1.222260 -0.493030 -1.245644
N: -0.089426 -0.031912 3.320597
N: 1.749099 0.563972 -1.892273
N: -0.827705 -0.123489 2.190700
C: 1.937476 -1.168313 -3.249016
C: 1.931108 0.949700 2.218779
C: -3.492848 -2.377725 -0.882624
C: -3.145089 -3.005694 1.430098
C: 2.199579 0.171507 -3.108316
C: -4.189871 -2.370624 -2.077566
C: 2.423522 4.202664 -1.674796
C: -2.339503 -1.565974 -0.796944
C: 2.181006 2.924330 -2.153840
C: 1.777532 2.080923 0.076147
C: 2.353157 4.412717 -0.297112
C: -2.000844 -0.934796 2.469296
C: -3.801951 -1.560357 -3.161993
C: -1.896188 -2.190316 1.496304
C: 1.248894 0.398585 3.342387
C: 1.319545 -1.538666 -2.053092
C: 3.293579 0.584205 4.675199
C: 1.956047 0.258418 4.540615
C: 3.295439 1.259477 2.377819
C: 2.025873 3.381123 0.548266
C: 1.878068 1.857648 -1.316820
C: -2.766625 -0.672894 -3.033526
C: -1.921341 -1.177236 3.933591
C: -0.788154 -0.630751 4.376675
C: 2.715530 5.330548 -2.619149
C: -3.859769 -3.121944 0.309816
C: -2.039736 -0.570092 -1.811445
C: 4.012049 0.342073 5.969913
C: 3.967125 1.083923 3.561533
H: 3.082859 4.963473 -3.575718
H: 4.802276 1.074684 6.122401
H: 4.476836 -0.646529 5.951582
H: 1.462866 -0.137139 5.415770
H: 1.808552 5.908414 -2.809484
H: 5.021323 1.321111 3.619697
H: 3.453367 6.010456 -2.195282
H: 2.211482 2.774489 -3.224464
H: 2.166398 -1.797310 -4.090357
H: -2.911845 -0.407307 2.165564
H: 2.533459 5.398606 0.112360
H: -2.665208 -1.688179 4.521442
H: -4.750635 -3.734103 0.284074
H: 3.836251 1.620888 1.515435
H: -1.071480 -2.801846 1.882767
H: -0.427287 -0.569995 5.386369
H: 0.941966 -2.500316 -1.746125
H: 1.915058 3.567644 1.607570
H: 2.679395 0.848673 -3.789960
H: -3.439007 -3.523557 2.334758
H: 3.326887 0.369699 6.815541
H: -4.347966 -1.601173 -4.093882

Forces on atoms 1 to 6 (eV/Å):
0.351 0.006 -0.030
0.014 0.039 -0.037
-0.095 -0.070 -0.046
0.064 0.177 0.209
-0.081 -0.199 0.062
0.057 -0.273 -0.123

Calculated values
frontier orbital gap (spin up / spin down) = 7.437 / 5.203 eV
total charge = +1
2S+1 = 5



(8)
Molecular formula: C11H10N2O
Method: DFT, ωB97M-V/def2-TZVPD

Atoms and positions in Å:
O: -2.035221 1.642072 -1.725517
N: -3.250795 -1.589224 1.022442
N: -2.848567 1.634701 0.414624
C: -0.585862 -0.773240 -0.969874
C: -2.481376 -1.036692 0.385715
C: 2.013809 1.525716 -0.622779
C: 1.020901 1.407059 0.284260
C: 0.404096 -1.452783 -1.453549
C: 1.962586 -1.675030 0.455987
C: 1.609666 -1.990818 -0.843329
C: 0.969148 0.447635 1.336439
C: -1.606071 -0.260544 -0.315407
C: -2.215871 1.154721 -0.619635
C: 1.176850 -0.853002 1.391196
H: 2.928160 0.947115 -0.638588
H: 2.018130 2.278574 -1.370962
H: 2.183309 -2.678775 -1.483214
H: 1.229606 -1.539371 2.309309
H: 2.801547 -2.207284 0.869043
H: 0.497142 0.936114 2.156124
H: -3.517458 2.449985 0.276610
H: -2.703980 1.355446 1.403497
H: 0.246427 -1.864881 -2.523858
H: 0.183827 2.142510 0.261473

Forces on atoms 1 to 6 (eV/Å):
-0.809 0.035 1.006
-0.869 -0.718 0.733
-2.914 3.133 2.491
-0.207 0.161 0.669
-0.719 -1.357 1.076
-0.523 -0.106 0.995

Calculated values
frontier orbital gap = 8.438 eV
energy above the lowest of the compared OMol25 structures with the same formula, charge and spin = 103.8 kcal per mole
SMILES = C=C/C=C\C=C/C=C=C(C#N)C(N)=O



(9)
Molecular formula: C2H3ClN2O8
Method: DFT, ωB97M-V/def2-TZVPD

Atoms and positions in Å:
Cl: -2.342081 0.342455 0.528493
O: 0.600907 -1.177226 -2.967377
O: 1.457872 -0.388095 -1.283920
O: -1.848482 1.384570 3.201288
O: -0.141131 0.375674 2.003983
O: 1.115370 -3.288648 -2.599173
O: 0.652305 -0.286149 -0.203646
O: -1.176494 -0.645181 3.812362
O: 2.559367 -1.940490 -3.599093
N: -1.176529 0.364919 3.147481
N: 1.453757 -2.169700 -3.058899
C: 0.109849 1.096689 -0.175445
C: -0.828079 1.091109 1.011781
H: 0.949004 1.788017 -0.004156
H: -1.031489 2.115056 1.322117
H: -0.354151 1.336997 -1.135798

Forces on atoms 1 to 6 (eV/Å):
-0.509 -0.369 -0.156
0.087 1.398 2.085
-2.167 -0.698 0.835
1.419 -2.372 0.505
-2.211 0.050 1.508
0.406 2.611 -1.024

Calculated values
frontier orbital gap (spin up / spin down) = 6.301 / 6.333 eV
energy above the lowest of the compared OMol25 structures with the same formula, charge and spin = 18.3 kcal per mole



| no. | total energy (eV) |
| --- | --- |
| 1 | -17017.398 |
| 2 | -70952.364 |
| 3 | -8808.795 |
| 4 | -8575.359 |
| 5 | -17921.814 |
| 6 | -71842.505 |
| 7 | -69294.015 |
| 8 | -16592.082 |
| 9 | -33989.467 |